(1)
Here is a cluster of 8 separate species, C48H105N5O17P in total from OMol25. Energies are from wB97M-V/def2-TZVPD.

The HOMO-LUMO gap comes out at 0.2797 Ha. Its spin multiplicity is 1. The charge is +1.

Each line ends with the Mulliken charge.
Element x y z (Å)
C1 0.51 -4.96 6.25  -1.975
C2 -0.07 -5.89 7.31  2.980
C3 -1.09 -5.11 8.14  -1.960
C4 1.09 -6.26 8.27  -2.148
C5 -0.59 -7.24 6.77  -2.224
C6 -1.87 -7.34 5.91  2.907
C7 -1.99 -8.81 5.45  -1.952
C8 -3.14 -7.05 6.73  -2.307
C9 -1.81 -6.50 4.63  -0.345
C10 -0.72 -6.64 3.78  -0.079
C11 -0.61 -5.92 2.60  -1.051
C12 -1.63 -5.05 2.24  0.138
O1 -1.56 -4.33 1.06  -0.512
C13 -0.66 -3.24 1.11  -0.639
C14 -1.15 -2.08 1.95  0.144
O2 -2.08 -1.26 1.24  -0.485
C15 -1.59 -0.05 0.74  -0.296
C16 -1.95 1.13 1.65  -0.874
N1 -0.84 1.58 2.49  0.055
C17 -0.51 1.21 3.73  -0.166
N2 0.58 1.82 4.18  -0.470
C18 0.95 2.64 3.18  0.314
N3 2.00 3.45 3.17  -0.207
P1 3.27 3.73 4.46  0.146
N4 4.56 3.31 3.43  -0.549
O3 3.23 2.35 5.32  -0.436
N5 0.09 2.51 2.14  0.201
C19 -2.74 -4.92 3.05  -0.864
C20 -2.83 -5.64 4.23  -0.084
H1 1.00 -4.11 6.74  0.543
H2 -0.28 -4.53 5.62  0.325
H3 1.22 -5.46 5.59  0.312
H4 -1.83 -4.60 7.52  0.326
H5 -0.56 -4.35 8.73  0.520
H6 -1.60 -5.75 8.85  0.293
H7 1.77 -6.93 7.74  0.425
H8 0.71 -6.76 9.16  0.482
H9 1.67 -5.37 8.51  0.463
H10 0.23 -7.69 6.20  0.320
H11 -0.74 -7.90 7.63  0.690
H12 -2.87 -8.93 4.82  0.446
H13 -1.11 -9.13 4.88  0.377
H14 -2.12 -9.45 6.33  0.493
H15 -3.30 -5.98 6.85  0.451
H16 -4.02 -7.46 6.23  0.525
H17 -3.04 -7.48 7.72  0.334
H18 0.08 -7.32 4.04  0.438
H19 0.24 -6.06 1.95  0.533
H20 0.31 -3.57 1.51  0.374
H21 -0.50 -2.91 0.08  0.324
H22 -0.27 -1.49 2.26  0.064
H23 -1.64 -2.43 2.86  0.199
H24 -0.50 -0.07 0.60  0.272
H25 -2.04 0.12 -0.24  0.440
H26 -2.31 1.97 1.06  0.384
H27 -2.73 0.84 2.35  0.452
H28 -1.07 0.46 4.27  0.482
H29 2.12 4.02 2.34  0.358
H30 4.19 3.02 2.53  0.238
H31 4.99 2.46 3.79  0.364
H32 2.61 2.43 6.05  0.326
H33 0.09 3.00 1.25  0.210
H34 -3.54 -4.27 2.73  0.522
H35 -3.71 -5.51 4.84  0.458
C21 1.41 3.56 -1.21  -0.836
O4 0.01 3.77 -1.20  -0.243
C22 -0.37 5.13 -1.44  -0.130
C23 -0.75 5.37 -2.88  -0.538
O5 0.35 5.16 -3.76  -0.318
C24 0.33 3.89 -4.39  -0.424
H36 1.58 2.49 -1.34  0.141
H37 1.93 4.08 -2.01  0.574
H38 1.84 3.88 -0.25  0.220
H39 0.44 5.80 -1.14  0.370
H40 -1.24 5.34 -0.81  0.040
H41 -1.06 6.41 -2.97  0.179
H42 -1.60 4.74 -3.17  0.364
H43 -0.37 3.89 -5.22  0.135
H44 0.07 3.10 -3.69  0.249
H45 1.33 3.70 -4.78  0.154
C25 -1.97 3.90 -9.21  -0.754
O6 -2.98 4.81 -9.58  -0.372
C26 -4.12 4.78 -8.73  -0.479
C27 -4.10 5.88 -7.69  -0.600
O7 -3.02 5.74 -6.78  -0.277
C28 -1.90 6.55 -7.11  -0.636
H46 -1.05 4.20 -9.70  0.261
H47 -1.80 3.88 -8.13  0.314
H48 -2.23 2.88 -9.54  0.348
H49 -4.21 3.80 -8.25  0.324
H50 -5.00 4.93 -9.37  0.403
H51 -5.02 5.82 -7.11  0.360
H52 -4.07 6.86 -8.18  0.348
H53 -2.06 7.58 -6.78  0.300
H54 -1.68 6.54 -8.18  0.383
H55 -1.04 6.14 -6.57  0.070
C29 4.19 0.64 -2.04  -0.599
O8 4.54 -0.54 -1.33  -0.419
C30 5.62 -0.38 -0.42  -0.543
C31 5.13 -0.17 0.99  -0.478
O9 4.38 1.04 1.11  -0.422
C32 2.99 0.86 1.02  -0.434
H56 3.20 0.49 -2.45  0.317
H57 4.18 1.52 -1.39  0.247
H58 4.89 0.82 -2.86  0.253
H59 6.26 0.45 -0.72  0.288
H60 6.21 -1.30 -0.45  0.418
H61 5.98 -0.09 1.67  0.422
H62 4.52 -1.02 1.32  0.286
H63 2.57 0.49 1.97  0.391
H64 2.73 0.15 0.22  0.614
H65 2.54 1.83 0.78  -0.337
C33 1.98 -12.10 10.94  -0.669
O10 2.46 -11.17 11.90  -0.380
C34 2.86 -9.93 11.34  -0.591
C35 1.79 -8.87 11.48  -0.407
O11 0.61 -9.19 10.75  -0.201
C36 -0.40 -9.77 11.56  -0.877
H66 1.43 -12.87 11.49  0.246
H67 1.31 -11.63 10.22  0.261
H68 2.81 -12.57 10.41  0.318
H69 3.13 -10.05 10.29  0.318
H70 3.74 -9.60 11.89  0.379
H71 2.17 -7.93 11.07  0.336
H72 1.55 -8.70 12.54  0.352
H73 -0.94 -9.00 12.12  0.321
H74 0.01 -10.50 12.26  0.383
H75 -1.10 -10.28 10.89  0.235
C37 6.48 3.15 -4.43  -0.984
O12 5.16 3.54 -4.07  -0.165
C38 4.95 4.94 -4.11  -0.658
C39 4.29 5.39 -5.40  -0.133
O13 5.09 5.14 -6.53  -0.414
C40 4.75 3.96 -7.23  -0.671
H76 6.45 2.08 -4.67  0.266
H77 6.84 3.70 -5.30  0.437
H78 7.17 3.30 -3.59  0.317
H79 5.90 5.47 -3.98  0.401
H80 4.30 5.20 -3.27  0.366
H81 4.12 6.47 -5.34  0.378
H82 3.31 4.90 -5.50  0.044
H83 3.87 4.12 -7.86  0.310
H84 4.56 3.13 -6.55  0.254
H85 5.60 3.71 -7.87  0.257
C41 -3.25 8.35 -1.31  -0.921
O14 -2.90 7.31 -0.40  -0.323
C42 -2.14 7.77 0.71  -0.180
C43 -2.99 7.99 1.94  -0.742
O15 -3.94 9.01 1.76  -0.374
C44 -5.24 8.55 1.43  -0.675
H86 -4.07 8.00 -1.92  0.272
H87 -3.56 9.26 -0.78  0.422
H88 -2.40 8.59 -1.96  0.343
H89 -1.60 8.68 0.45  0.342
H90 -1.40 6.99 0.93  0.266
H91 -2.33 8.29 2.76  0.390
H92 -3.48 7.05 2.23  0.343
H93 -5.76 8.20 2.32  0.319
H94 -5.21 7.75 0.69  0.273
H95 -5.79 9.40 1.02  0.249
C45 -3.64 -0.60 -14.59  -0.714
O16 -2.92 0.61 -14.60  -0.370
C46 -3.46 1.61 -13.75  -0.723
C47 -2.74 1.69 -12.42  -0.060
O17 -2.88 0.50 -11.65  -0.379
C48 -1.78 -0.38 -11.76  -0.758
H96 -3.00 -1.37 -15.01  0.247
H97 -3.93 -0.90 -13.58  0.308
H98 -4.54 -0.52 -15.21  0.318
H99 -4.53 1.44 -13.59  0.364
H100 -3.34 2.57 -14.26  0.373
H101 -3.18 2.50 -11.83  0.158
H102 -1.68 1.92 -12.57  0.343
H103 -0.95 -0.05 -11.14  0.306
H104 -1.44 -0.47 -12.80  0.336
H105 -2.11 -1.36 -11.42  0.260

=====

(2)
Here is a cluster of 9 separate species, C48H106N6O20 in total at a distorted geometry from OMol25. Energies are from wB97M-V/def2-TZVPD.

The HOMO-LUMO gap comes out at 0.2865 Ha. Its spin multiplicity is 1. As for the SMILES: CC1(C)CCCC(C)(C)N1O.COCCNCCOC.COCCNCCOC.COCCNCCOC.COCCNCCOC.COCCNCCOC.O=C1OCCO1.O=C1OCCO1.O=C1OCCO1.

Each line ends with the Mulliken charge.
Element x y z (Å)
C1 -18.55 -26.25 6.87  0.810
C2 -18.62 -27.08 5.69  -0.385
O1 -17.35 -26.82 5.10  -0.361
C3 -17.02 -25.58 5.37  0.578
O2 -16.09 -24.85 4.95  -0.634
O3 -17.84 -25.15 6.34  -0.303
H1 -17.85 -26.64 7.62  0.243
H2 -19.55 -26.14 7.27  -0.388
H3 -19.44 -26.91 5.00  0.332
H4 -18.43 -28.13 5.92  0.205
C4 -24.97 -25.96 2.53  -0.220
C5 -24.69 -27.33 1.87  -0.505
O4 -23.68 -27.92 2.53  -0.307
C6 -23.64 -27.35 3.68  0.496
O5 -23.00 -27.88 4.58  -0.500
O6 -24.41 -26.24 3.78  -0.068
H5 -26.03 -25.79 2.69  0.245
H6 -24.47 -25.18 1.94  0.246
H7 -24.23 -27.09 0.92  0.318
H8 -25.57 -27.96 1.70  0.302
C7 -23.81 -22.73 6.03  1.242
C8 -22.88 -23.38 5.04  1.145
O7 -21.88 -23.98 5.87  -0.351
C9 -22.31 -23.99 7.14  0.176
O8 -21.79 -24.61 8.12  -0.598
O9 -23.41 -23.24 7.27  0.162
H9 -24.82 -23.04 5.77  0.026
H10 -23.83 -21.64 5.93  -1.145
H11 -22.50 -22.57 4.41  -0.300
H12 -23.40 -24.06 4.36  -0.363
C10 -21.47 -20.38 9.06  -0.956
C11 -21.81 -19.23 8.06  1.801
C12 -23.31 -19.04 7.75  -0.353
C13 -24.11 -18.38 8.90  -0.575
C14 -23.44 -17.05 9.23  -1.730
C15 -21.92 -17.09 9.57  1.618
N1 -21.22 -17.90 8.52  0.621
O10 -19.81 -17.83 8.63  -0.487
C16 -21.55 -15.59 9.47  -1.878
C17 -21.78 -17.69 11.01  -1.604
C18 -21.21 -19.48 6.60  -2.141
H13 -21.90 -20.28 10.05  -0.186
H14 -20.39 -20.50 9.16  0.705
H15 -21.60 -21.37 8.63  -0.196
H16 -23.50 -18.39 6.89  0.242
H17 -23.76 -19.99 7.46  -0.146
H18 -24.08 -19.06 9.75  -0.136
H19 -25.12 -18.03 8.74  0.541
H20 -23.97 -16.60 10.07  0.595
H21 -23.68 -16.38 8.41  0.408
H22 -21.54 -15.32 8.41  0.461
H23 -22.33 -15.01 9.96  0.382
H24 -20.54 -15.25 9.71  0.345
H25 -22.40 -18.56 11.21  0.168
H26 -20.77 -17.98 11.29  0.355
H27 -22.17 -16.94 11.70  0.473
H28 -20.25 -19.97 6.79  0.465
H29 -21.33 -18.64 5.92  0.545
H30 -21.75 -20.32 6.16  0.079
H31 -19.58 -17.40 7.81  0.334
C19 -24.49 -19.20 3.94  -1.012
O11 -23.08 -19.47 3.78  0.066
C20 -22.30 -18.33 3.15  -0.945
C21 -20.86 -18.93 2.71  -0.743
N2 -20.78 -19.62 1.43  -0.466
C22 -21.53 -20.88 1.42  -0.307
C23 -20.91 -21.83 0.36  -0.650
O12 -19.59 -21.74 0.32  -0.344
C24 -18.98 -22.43 -0.84  -0.807
H32 -25.04 -19.51 3.05  0.323
H33 -24.71 -18.14 3.95  0.400
H34 -24.87 -19.55 4.90  0.191
H35 -22.17 -17.69 4.03  0.513
H36 -22.64 -17.78 2.27  0.523
H37 -20.47 -19.62 3.47  0.507
H38 -20.40 -17.95 2.60  0.409
H39 -19.85 -20.01 1.36  0.276
H40 -22.62 -20.83 1.42  0.298
H41 -21.28 -21.43 2.33  0.106
H42 -21.44 -21.74 -0.59  0.467
H43 -21.20 -22.84 0.66  0.303
H44 -19.42 -22.13 -1.79  0.335
H45 -19.03 -23.52 -0.83  0.310
H46 -17.90 -22.27 -0.90  0.279
C25 -21.84 -34.69 7.31  -0.732
O13 -21.44 -33.94 8.46  -0.316
C26 -20.00 -34.04 8.66  -0.594
C27 -19.46 -32.74 9.44  -0.783
N3 -19.50 -31.44 8.77  -0.347
C28 -19.87 -30.36 9.51  -1.005
C29 -20.18 -29.21 8.60  0.063
O14 -21.43 -29.19 8.00  -0.405
C30 -21.66 -27.92 7.33  -0.092
H47 -21.76 -35.77 7.43  0.296
H48 -21.18 -34.38 6.50  0.322
H49 -22.85 -34.51 6.95  0.271
H50 -19.53 -34.20 7.69  0.392
H51 -19.79 -34.85 9.36  0.374
H52 -18.42 -32.79 9.73  0.424
H53 -19.92 -32.68 10.43  0.390
H54 -20.34 -31.53 8.21  0.230
H55 -19.09 -30.22 10.26  0.472
H56 -20.71 -30.57 10.18  0.410
H57 -19.43 -29.14 7.81  -0.065
H58 -19.98 -28.29 9.16  0.386
H59 -21.13 -27.80 6.39  0.120
H60 -21.36 -27.09 7.97  -0.093
H61 -22.72 -27.75 7.12  0.253
C31 -28.23 -26.01 12.70  -0.879
O15 -27.98 -26.22 11.33  -0.272
C32 -27.03 -27.25 10.97  -0.788
C33 -26.61 -27.18 9.50  -0.594
N4 -26.01 -25.84 9.38  -0.047
C34 -26.05 -25.34 8.07  0.476
C35 -27.28 -24.45 7.82  -0.139
O16 -26.99 -24.04 6.54  -0.182
C36 -27.72 -24.67 5.50  -0.943
H62 -28.80 -25.14 13.05  0.245
H63 -27.32 -25.72 13.23  0.322
H64 -28.77 -26.92 12.96  0.396
H65 -27.51 -28.23 10.89  0.501
H66 -26.12 -27.22 11.57  0.312
H67 -27.59 -27.06 9.04  0.328
H68 -26.14 -28.00 8.95  0.450
H69 -26.55 -25.30 10.04  0.003
H70 -26.09 -26.21 7.42  0.736
H71 -25.18 -24.69 7.99  -1.161
H72 -27.16 -23.58 8.47  -0.213
H73 -28.30 -24.78 8.02  0.438
H74 -27.40 -24.34 4.51  0.248
H75 -28.75 -24.31 5.60  0.375
H76 -27.79 -25.76 5.52  0.351
C37 -19.33 -23.42 10.02  -0.137
O17 -19.49 -22.96 11.39  -0.134
C38 -18.95 -23.91 12.26  -0.621
C39 -18.64 -23.41 13.70  -0.895
N5 -19.73 -23.09 14.63  -0.095
C40 -19.32 -22.72 15.98  -0.815
C41 -20.55 -22.37 16.93  -0.444
O18 -21.16 -23.57 17.22  -0.316
C42 -22.20 -23.36 18.18  -0.831
H77 -20.09 -22.91 9.42  -0.409
H78 -19.75 -24.43 9.96  0.357
H79 -18.32 -23.16 9.72  0.365
H80 -17.92 -23.91 11.93  0.500
H81 -19.39 -24.91 12.21  0.364
H82 -18.14 -22.45 13.60  0.371
H83 -18.08 -24.29 14.02  0.304
H84 -20.33 -22.36 14.27  0.110
H85 -18.72 -21.81 15.90  0.419
H86 -18.83 -23.56 16.48  0.329
H87 -21.28 -21.76 16.40  0.326
H88 -20.21 -21.93 17.87  0.464
H89 -23.02 -22.78 17.78  0.320
H90 -21.90 -23.00 19.16  0.332
H91 -22.68 -24.30 18.45  0.286
C43 -22.79 -23.25 13.50  -1.028
O19 -23.91 -23.32 12.61  -0.227
C44 -23.93 -22.21 11.73  -0.602
C45 -24.91 -22.47 10.53  -0.624
N6 -26.13 -23.17 11.01  0.481
C46 -27.09 -22.28 11.62  -1.018
C47 -28.19 -21.94 10.70  -0.196
O20 -29.19 -21.27 11.41  -0.422
C48 -30.51 -21.43 10.96  -0.756
H92 -21.83 -23.42 13.00  0.235
H93 -22.88 -24.02 14.27  0.328
H94 -22.53 -22.33 14.01  0.389
H95 -22.97 -22.04 11.25  0.405
H96 -24.15 -21.30 12.29  0.328
H97 -24.38 -23.03 9.76  -0.138
H98 -25.16 -21.51 10.08  0.438
H99 -25.70 -23.93 11.53  0.430
H100 -26.78 -21.33 12.04  0.202
H101 -27.47 -22.79 12.50  0.345
H102 -28.48 -22.91 10.28  0.345
H103 -27.90 -21.26 9.91  0.245
H104 -31.04 -20.47 11.02  0.287
H105 -30.90 -22.13 11.70  0.280
H106 -30.68 -21.48 9.88  0.311

=====

Summary of DFT total energy in Ha
-3785.6093, -3725.2313
(order as listed above)